A | DFT (the ωB97M-V functional and the def2-TZVPD basis) results for a molecular structure, C5H8N2.

Summary:
- LUMO level (eV) = 0.98
- orbital gap (eV) = 10.07
- E_HOMO (Eh) = -0.334
- net charge = 0

Positions of all 15 atoms, in Å:
C: 1.8069 -0.3056 0.5676
C: 1.2736 0.0755 -0.6913
C: -1.1647 1.0745 -0.2413
C: -2.3015 0.3600 0.1650
C: -1.9977 -0.9867 -0.0083
H: 1.9744 -1.3972 0.6899
H: 1.2952 0.2536 1.4473
H: 3.0330 0.3394 0.8349
H: 1.6330 1.0359 -1.1256
H: 1.7016 -0.6041 -1.4623
H: -0.7321 2.0310 0.1277
H: -3.0068 0.9059 0.8640
H: -2.5627 -1.8197 -0.0758
N: -0.2459 0.1568 -0.6659
N: -0.7061 -1.1193 -0.4257

---

B | DFT (the ωB97M-V functional and the def2-TZVPD basis) results for a single C5H8N2 molecule.

Summary:
- LUMO level (eV) = 0.42
- orbital gap (eV) = 7.88
- E_HOMO (Eh) = -0.274
- net charge = 0

Positions of all 15 atoms, in Å:
C: 0.2146 1.1081 2.0189
C: 0.4642 0.4088 0.6895
C: 0.2746 -1.0673 0.6359
N: -0.1800 -1.3272 -0.5492
C: -0.3778 -0.1252 -1.3170
N: -0.8763 -0.3641 -2.6294
C: -0.0744 0.9914 -0.6042
H: 0.4764 2.1648 1.9261
H: -0.8376 1.0515 2.3046
H: 0.8130 0.6697 2.8254
H: 0.4891 -1.8433 1.3630
H: -0.3614 -2.2601 -0.9111
H: -1.4477 0.4333 -2.8873
H: -0.1085 -0.3691 -3.2965
H: 1.5487 0.4914 0.4720

---

C | DFT (the ωB97M-V functional and the def2-TZVPD basis) results for a single C5H8N2 molecule.

Summary:
- LUMO level (eV) = 0.80
- orbital gap (eV) = 9.04
- E_HOMO (Eh) = -0.303
- net charge = 0

Positions of all 15 atoms, in Å:
C: -0.0567 1.0400 -0.3617
C: 1.0113 -0.4857 0.8147
N: 0.6450 -1.7493 0.6388
C: -1.3332 0.6581 0.2541
C: -2.2293 -0.1542 -0.3049
N: 2.6031 0.9613 -0.5172
C: 1.6505 0.3098 -0.0528
H: 0.0893 -2.1980 1.3498
H: 0.6923 -2.2288 -0.2538
H: 3.5125 0.7701 -0.1055
H: -0.0287 0.8621 -1.4363
H: 0.2367 2.0598 -0.1320
H: -1.5139 1.0523 1.2488
H: -3.1741 -0.3732 0.1739
H: -2.1048 -0.5244 -1.3158

---

Least stable of them? C.

---

A | DFT (the ωB97M-V functional and the def2-TZVPD basis) results for a single C5H8N2 molecule.

Summary:
- LUMO level (spin up / spin down) (eV) = -0.26 / -0.26
- SMILES = C/C=N\[C@@H](C)C#N
- orbital gap (spin up / spin down) (eV) = 8.94 / 8.94
- E_HOMO (spin up / spin down) (Eh) = -0.338 / -0.338
- net charge = 0

Positions of all 15 atoms, in Å:
C: -1.8466 -1.1730 -0.0779
C: -1.2194 0.1294 0.3803
N: -0.5795 1.0181 -0.3414
C: 0.7335 0.5629 -0.6110
C: 1.7832 1.2593 0.2729
C: 0.7477 -0.9049 -0.0630
N: 1.2175 -1.9620 0.0132
H: -1.5488 -1.4444 -1.0893
H: -1.5477 -1.9601 0.6148
H: -2.9295 -1.0884 -0.0016
H: -1.8802 0.6099 1.1093
H: 0.9923 0.6690 -1.6736
H: 1.7304 2.3294 0.0781
H: 1.5778 1.1034 1.3305
H: 2.7695 0.8511 0.0587

---

B | DFT (the ωB97M-V functional and the def2-TZVPD basis) results for a single C5H8N2 molecule.

Summary:
- LUMO level (spin up / spin down) (eV) = -0.37 / 0.14
- orbital gap (spin up / spin down) (eV) = 8.00 / 8.36
- E_HOMO (spin up / spin down) (Eh) = -0.308 / -0.302
- net charge = 0

Positions of all 15 atoms, in Å:
C: 1.7966 0.0701 0.4387
C: 1.8534 -1.2264 -0.2497
C: -1.0019 0.0169 0.7388
C: -2.0342 0.5720 -0.4356
C: 0.3035 0.3932 0.1650
N: -1.0586 0.9849 -1.4864
N: 0.1611 0.8546 -1.0941
H: 2.1893 0.0846 1.5491
H: 2.4158 0.8652 -0.0525
H: 2.2431 -1.2189 -1.2586
H: 1.1418 -1.8682 0.2552
H: -1.4495 0.4636 1.7038
H: -1.2007 -1.0644 0.7132
H: -2.6290 -0.2691 -0.7071
H: -2.7307 1.3420 -0.2799

---

C | DFT (the ωB97M-V functional and the def2-TZVPD basis) results for a single C5H8N2 molecule.

Summary:
- LUMO level (eV) = 1.04
- SMILES = Cc1ccn(C)n1
- orbital gap (eV) = 9.98
- E_HOMO (Eh) = -0.329
- net charge = 0

Positions of all 15 atoms, in Å:
C: -2.4426 -0.6222 0.0792
C: -1.0593 -0.0491 0.0101
C: -0.6586 1.2997 -0.1214
C: 0.7176 1.2535 -0.1121
N: 1.0634 -0.0481 -0.0128
C: 2.3971 -0.6031 0.0346
N: -0.0038 -0.8547 0.0741
H: -2.7102 -1.1178 -0.8599
H: -3.1868 0.1541 0.2795
H: -2.5023 -1.3697 0.8761
H: -1.2832 2.1749 -0.2394
H: 1.4705 2.0294 -0.1176
H: 3.0627 -0.0018 -0.5907
H: 2.3555 -1.6195 -0.3588
H: 2.7800 -0.6257 1.0592

---

Least stable of them? B.

---

A | DFT (the ωB97M-V functional and the def2-TZVPD basis) results for 2 unconnected molecules or ions with the total composition C11H15N.

Summary:
- LUMO level (eV) = 0.92
- SMILES = Cc1c[nH]c2ccccc12.CC
- orbital gap (eV) = 8.59
- E_HOMO (Eh) = -0.282
- net charge = 0

Positions of all 27 atoms, in Å:
C: -0.6892 0.2002 -2.5434
C: -1.1396 -0.5980 -1.3721
C: -2.3434 -1.0251 -0.8392
N: -2.3019 -1.8649 0.2925
C: -0.9836 -1.7327 0.6577
C: -0.4144 -1.9243 1.8747
C: 0.6910 -1.0934 2.1618
C: 1.4247 -0.4524 1.1357
C: 1.0610 -0.4784 -0.1885
C: -0.2426 -0.9869 -0.3285
H: -0.8334 -0.2560 -3.5555
H: 0.3960 0.4636 -2.4880
H: -1.2644 1.0439 -2.4250
H: -3.1809 -0.9226 -1.5430
H: -3.0700 -1.9917 0.8553
H: -0.8354 -2.6025 2.5914
H: 1.2191 -0.8439 3.1461
H: 2.1705 0.3059 1.2202
H: 1.6822 0.0279 -0.9090
C: 1.4558 4.0735 0.2649
C: 2.5149 3.3550 -0.5091
H: 0.3701 3.6223 0.0947
H: 1.7248 3.8085 1.3069
H: 1.3421 5.1362 0.1508
H: 2.0162 2.5569 -1.1715
H: 3.2425 2.7594 0.1405
H: 3.1269 3.9206 -1.3453

---

B | DFT (the ωB97M-V functional and the def2-TZVPD basis) results for 2 unconnected molecules or ions with the total composition C11H15N.

Summary:
- LUMO level (eV) = 0.96
- SMILES = Cc1c[nH]c2ccccc12.CC
- orbital gap (eV) = 8.76
- E_HOMO (Eh) = -0.287
- net charge = 0

Positions of all 27 atoms, in Å:
C: -0.5115 3.0245 -1.7408
C: -0.4556 2.8504 -0.2843
C: -0.7232 3.5704 0.8315
N: -0.3875 2.8941 2.0528
C: -0.1469 1.5623 1.7040
C: -0.0331 0.5630 2.6500
C: 0.2969 -0.6083 2.0803
C: 0.6238 -0.7888 0.7261
C: 0.7372 0.3651 -0.0536
C: 0.0101 1.5208 0.3191
H: -1.5416 3.4581 -1.9091
H: -0.3861 2.0901 -2.3238
H: 0.1103 3.8706 -2.0384
H: -1.1828 4.5330 0.9632
H: -0.0101 3.3880 2.8891
H: -0.1147 0.7365 3.7125
H: 0.4925 -1.4267 2.6503
H: 0.6372 -1.8198 0.4088
H: 1.0903 0.2434 -0.9579
C: -0.1808 -3.3140 -1.0346
C: 0.4799 -4.2517 -1.9821
H: -0.4204 -3.8721 -0.1431
H: 0.4999 -2.4288 -0.7170
H: -1.1574 -2.7673 -1.1167
H: 1.5322 -3.9640 -2.2898
H: 0.1629 -4.2770 -3.0227
H: 0.5785 -5.1518 -1.3741

---

C | DFT (the ωB97M-V functional and the def2-TZVPD basis) results for 2 unconnected molecules or ions with the total composition C11H15N.

Summary:
- LUMO level (eV) = 0.94
- SMILES = Cc1c[nH]c2ccccc12.CC
- orbital gap (eV) = 8.77
- E_HOMO (Eh) = -0.288
- net charge = 0

Positions of all 27 atoms, in Å:
C: -1.9381 1.2296 2.1322
C: -1.1129 1.3678 0.9046
C: -1.1569 2.2392 -0.1425
N: -0.0437 2.0948 -0.9496
C: 0.7623 1.0907 -0.4485
C: 1.9183 0.4718 -0.9080
C: 2.3562 -0.6292 -0.2212
C: 1.7126 -1.1323 0.9220
C: 0.6036 -0.4813 1.4240
C: 0.0936 0.6221 0.7235
H: -2.9023 1.7272 2.1819
H: -1.3837 1.7473 2.9331
H: -1.9572 0.1817 2.4094
H: -1.6699 3.1702 -0.3133
H: 0.1011 2.6254 -1.7822
H: 2.3732 0.7974 -1.8352
H: 3.2033 -1.2153 -0.5529
H: 2.1060 -2.0589 1.3152
H: 0.1165 -0.9991 2.2422
C: -0.4614 -2.3437 -1.8031
C: -1.5618 -3.1432 -1.1183
H: -0.5640 -1.2744 -1.6470
H: 0.5018 -2.8057 -1.5938
H: -0.5081 -2.4819 -2.8921
H: -1.8402 -2.6884 -0.1649
H: -1.2165 -4.1155 -0.7312
H: -2.4391 -3.4011 -1.7008

---

Least stable of them? B.

---

A | DFT (the ωB97M-V functional and the def2-TZVPD basis) results for a gas-phase ion, C4H7N2 (charge +1).

Summary:
- LUMO level (eV) = -5.71
- SMILES = C1=CCNC[NH+]=1
- orbital gap (eV) = 9.25
- E_HOMO (Eh) = -0.550
- net charge = +1

Positions of all 13 atoms, in Å:
C: -1.2901 0.4535 0.7021
C: -1.1466 1.0790 -0.4470
C: 0.4112 0.9058 -0.8106
N: 0.6540 -0.4827 -0.6870
C: 0.5264 -1.1065 0.5815
N: -0.6273 -0.4031 1.3527
H: -1.7299 1.4462 -1.1615
H: 0.4331 1.4197 -1.7459
H: 0.9854 1.5345 -0.2612
H: 0.5858 -1.0279 -1.5116
H: 0.5306 -2.2813 0.3865
H: 1.2291 -0.8584 1.2912
H: -0.5617 -0.6786 2.3107

---

B | DFT (the ωB97M-V functional and the def2-TZVPD basis) results for a gas-phase ion, C4H7N2 (charge +1).

Summary:
- LUMO level (eV) = -3.87
- SMILES = Cc1c[nH]c[nH+]1
- orbital gap (eV) = 10.48
- E_HOMO (Eh) = -0.527
- net charge = +1

Positions of all 13 atoms, in Å:
C: -1.5947 -0.6180 -1.3783
C: -0.5243 -0.1854 -0.4213
C: -0.6907 0.3827 0.8333
N: 0.5931 0.5955 1.3585
C: 1.5239 0.2550 0.4344
N: 0.8611 -0.2211 -0.6025
H: -2.5182 -0.9609 -0.9715
H: -1.2372 -1.3525 -2.0346
H: -1.8272 0.1724 -2.0154
H: -1.4130 0.0275 1.6024
H: 0.7002 0.9961 2.2894
H: 2.5451 -0.0955 0.5281
H: 1.2857 -0.4146 -1.4982

---

C | DFT (the ωB97M-V functional and the def2-TZVPD basis) results for a gas-phase ion, C4H7N2 (charge +1).

Summary:
- LUMO level (eV) = -5.50
- SMILES = C=NC=[N+]1CC1
- orbital gap (eV) = 9.43
- E_HOMO (Eh) = -0.549
- net charge = +1

Positions of all 13 atoms, in Å:
C: 0.0767 0.8395 -2.3509
N: -0.4064 0.0513 -1.5541
C: -0.6764 -0.7631 -0.6312
N: 0.4096 -0.9415 0.6939
C: -0.3095 -0.5171 1.8956
C: 0.7307 0.3370 1.2665
H: -0.2827 1.7780 -2.5770
H: 0.8858 0.4559 -3.1012
H: -1.5798 -1.4784 -0.6893
H: 0.0176 -1.2135 2.6418
H: -1.3780 -0.1605 1.9817
H: 0.6995 1.2706 0.8213
H: 1.8127 0.3418 1.6030

---

D | DFT (the ωB97M-V functional and the def2-TZVPD basis) results for a gas-phase ion, C4H7N2 (charge +1).

Summary:
- LUMO level (spin up / spin down) (eV) = -6.05 / -6.17
- orbital gap (spin up / spin down) (eV) = 8.22 / 8.73
- E_HOMO (spin up / spin down) (Eh) = -0.525 / -0.547
- net charge = +1

Positions of all 13 atoms, in Å:
C: -0.0746 0.9899 1.3678
C: 0.4826 1.3099 2.7371
C: 0.2826 0.0685 0.3008
C: -0.4687 -0.7611 -1.7603
N: -1.1339 1.6882 1.3523
N: -0.5951 -0.0781 -0.6064
H: 0.1620 0.7428 3.6327
H: 1.1011 2.1203 3.0398
H: 1.1967 -0.3275 0.0429
H: -0.0521 -1.8810 -1.7487
H: -1.3837 -0.6673 -2.3057
H: 0.3919 -0.2659 -2.3772
H: -1.4298 0.5052 -0.3534

---

Least stable of them? D.

---

A | DFT (the ωB97M-V functional and the def2-TZVPD basis) results for 2 unconnected molecules or ions with the total composition C3H3NO2S2.

Summary:
- LUMO level (eV) = -1.35
- orbital gap (eV) = 7.22
- E_HOMO (Eh) = -0.315
- net charge = 0

Positions of all 11 atoms, in Å:
C: -0.7238 -0.3120 -0.0025
C: 1.5625 -0.2508 0.0061
C: -0.2605 0.8843 -0.0495
H: -2.3114 -1.3055 1.1604
H: 0.5187 -2.1608 -0.1197
H: -0.2802 2.6798 -1.0958
N: 0.5382 -1.1438 0.3282
O: 1.0371 0.9966 0.0837
O: -0.8681 2.0282 0.1050
S: -2.3480 -0.9239 -0.2411
S: 3.1356 -0.4921 -0.1747

---

B | DFT (the ωB97M-V functional and the def2-TZVPD basis) results for a single C3H3NO2S2 molecule.

Summary:
- LUMO level (spin up / spin down) (eV) = -2.01 / -2.16
- SMILES = O=S(=O)=C1C=NSC1
- orbital gap (spin up / spin down) (eV) = 7.39 / 6.63
- E_HOMO (spin up / spin down) (Eh) = -0.345 / -0.323
- net charge = 0

Positions of all 11 atoms, in Å:
O: 1.0245 -2.0869 -1.9569
S: 0.3621 -2.1692 -0.6694
O: -0.8253 -2.9554 -0.4802
C: -0.2061 -0.5769 -0.1207
C: -0.6974 -0.6279 1.2237
N: -0.4547 0.4048 1.9818
S: 0.1998 1.6706 1.2231
C: 0.4010 0.7375 -0.3906
H: -0.8946 -1.5786 1.6216
H: 1.4245 0.5838 -0.4826
H: -0.3084 1.2214 -1.0170

---

Least stable of them? A.

---

A | DFT (the ωB97M-V functional and the def2-TZVPD basis) results for a single C3H3NO2S2 molecule.

Summary:
- LUMO level (eV) = -0.32
- SMILES = O=C1CN(S)C(=S)O1
- orbital gap (eV) = 8.89
- E_HOMO (Eh) = -0.339
- net charge = 0

Positions of all 11 atoms, in Å:
O: 1.7562 0.2201 -2.5678
C: 1.1116 0.0064 -1.6107
C: -0.3235 0.5688 -1.4029
N: -0.6099 0.2804 -0.0714
S: -2.2358 0.7701 0.6236
C: 0.4126 -0.2630 0.5122
S: 0.7178 -0.9177 1.9882
O: 1.3169 -0.6255 -0.5176
H: 0.0057 1.6870 -1.5367
H: -1.0742 0.0005 -1.9128
H: -2.1627 0.0812 1.8520

---

B | DFT (the ωB97M-V functional and the def2-TZVPD basis) results for a molecular structure, C3H3NO2S2.

Summary:
- LUMO level (eV) = -1.77
- orbital gap (eV) = 7.76
- E_HOMO (Eh) = -0.350
- net charge = 0

Positions of all 11 atoms, in Å:
C: -0.9834 -0.7316 -0.1802
C: 0.1531 0.3620 -0.1969
C: 2.6063 -0.0607 0.3124
H: -2.5935 1.1737 1.1583
H: 0.9196 -1.3618 0.1847
H: 2.9496 0.9718 0.2668
N: 1.2177 -0.4245 0.1664
O: -0.7433 -1.9448 -0.4704
O: 3.4004 -0.9948 0.1138
S: -2.7873 -0.2474 0.2341
S: 0.1802 2.0153 -0.2049

---

Least stable of them? B.